{"formula": "C31H18BaClN5O4S4", "method": "ωB97M-V/def2-TZVPD", "elements": ["Ba", "O", "C", "N", "C", "O", "C", "C", "C", "C", "C", "N", "C", "C", "C", "C", "C", "N", "H", "H", "H", "H", "H", "H", "H", "H", "Cl", "C", "C", "C", "C", "O", "C", "C", "N", "C", "C", "C", "C", "C", "C", "C", "C", "N", "C", "C", "H", "H", "H", "H", "H", "H", "H", "H", "H", "H", "O", "C", "S", "C", "C", "S", "S", "S"], "coordinates": [[-0.53, -0.41, -0.31], [3.41, -2.53, 1.65], [2.55, -2.10, 0.87], [1.22, -2.24, 0.96], [0.67, -3.09, 1.86], [1.00, -4.23, 2.12], [-0.52, -2.55, 2.65], [-0.63, -3.01, 3.96], [-1.64, -2.52, 4.76], [-2.54, -1.60, 4.23], [-2.37, -1.21, 2.92], [-1.39, -1.67, 2.14], [3.07, -1.21, -0.26], [4.45, -1.11, -0.40], [4.97, -0.28, -1.37], [4.10, 0.45, -2.18], [2.74, 0.29, -1.98], [2.24, -0.53, -1.05], [0.08, -3.74, 4.32], [-1.74, -2.85, 5.79], [-3.34, -1.19, 4.83], [-3.04, -0.50, 2.44], [5.08, -1.67, 0.28], [6.04, -0.18, -1.50], [4.47, 1.12, -2.94], [2.01, 0.83, -2.57], [-2.41, 4.83, -5.93], [-2.00, 3.42, -4.94], [-1.53, 2.26, -5.54], [-1.21, 1.17, -4.76], [-1.33, 1.18, -3.34], [-1.01, 0.14, -2.66], [-1.82, 2.38, -2.76], [-2.05, 2.56, -1.28], [-0.97, 2.34, -0.39], [-0.86, 3.15, 0.67], [-1.38, 4.47, 0.78], [-1.29, 5.22, 1.95], [-0.69, 4.75, 3.09], [-0.10, 3.46, 3.04], [0.53, 2.89, 4.17], [1.09, 1.65, 4.10], [1.03, 0.96, 2.87], [0.44, 1.45, 1.80], [-0.14, 2.68, 1.86], [-2.14, 3.46, -3.57], [-1.43, 2.21, -6.62], [-0.86, 0.25, -5.21], [-2.50, 3.55, -1.17], [-1.86, 4.91, -0.08], [-1.72, 6.22, 1.95], [-0.64, 5.34, 4.00], [0.56, 3.46, 5.09], [1.57, 1.19, 4.96], [1.48, -0.02, 2.77], [-2.53, 4.37, -3.11], [-6.56, 0.22, -4.90], [-5.77, 0.12, -3.98], [-5.11, -1.41, -3.41], [-4.16, -0.81, -2.04], [-4.17, 0.54, -1.92], [-3.45, 1.42, -0.59], [-5.15, 1.47, -3.06], [-3.44, -2.03, -1.06]], "total_charge": -2, "homo_lumo_gap_ev": 5.541, "de_lowest_kcal_mol": 13.6, "lumo_ev": 4.052}

{"formula": "H9O4S", "method": "ωB97M-V/def2-TZVPD", "elements": ["S", "H", "H", "H", "O", "H", "H", "O", "H", "H", "O", "H", "H", "O"], "coordinates": [[2.18, 2.96, 1.74], [2.73, 2.63, 2.93], [-0.39, 0.38, -1.03], [-1.04, 0.33, 0.51], [-1.14, 0.25, -0.42], [0.53, -2.53, -1.74], [1.96, -3.09, -1.60], [1.13, -3.16, -2.15], [-2.99, -0.41, -0.10], [-3.26, 1.00, -0.21], [-3.75, 0.33, 0.21], [1.38, 1.11, 0.07], [1.35, 0.10, 1.37], [1.32, 0.10, 0.42]], "total_charge": -1, "homo_lumo_gap_ev": 6.361, "de_lowest_kcal_mol": 57.3, "lumo_ev": 3.188}

{"formula": "C22H35NO4P2Pd", "method": "ωB97M-V/def2-TZVPD", "elements": ["Pd", "P", "P", "N", "H", "C", "H", "H", "H", "C", "H", "H", "H", "C", "H", "H", "H", "C", "H", "H", "H", "C", "H", "H", "H", "C", "H", "H", "H", "C", "C", "C", "C", "C", "C", "H", "H", "H", "H", "H", "C", "O", "C", "H", "H", "H", "C", "H", "H", "H", "O", "C", "C", "C", "C", "C", "C", "C", "O", "O", "H", "H", "H", "H", "H"], "coordinates": [[0.12, -0.14, -1.01], [2.33, -0.40, -2.04], [-2.13, 0.33, 0.18], [-0.65, 0.12, -2.78], [0.40, -1.74, -0.86], [3.01, -2.10, -2.15], [4.00, -2.13, -2.64], [2.31, -2.72, -2.73], [3.08, -2.54, -1.15], [3.75, 0.51, -1.31], [4.71, 0.28, -1.80], [3.83, 0.28, -0.25], [3.54, 1.58, -1.40], [2.40, 0.18, -3.78], [3.41, 0.07, -4.21], [2.11, 1.23, -3.81], [1.69, -0.40, -4.38], [-3.41, -0.91, 0.66], [-4.36, -0.40, 0.89], [-3.09, -1.52, 1.51], [-3.63, -1.55, -0.20], [-2.36, 1.75, 1.32], [-3.39, 2.01, 1.58], [-1.92, 2.61, 0.80], [-1.80, 1.54, 2.23], [-3.15, 1.21, -1.07], [-4.11, 1.49, -0.60], [-3.31, 0.56, -1.94], [-2.58, 2.11, -1.34], [-1.16, 0.23, -3.95], [-2.11, -0.72, -6.02], [-1.60, -0.91, -4.75], [-1.31, 1.54, -4.54], [-1.83, 1.70, -5.82], [-2.23, 0.58, -6.55], [-2.42, -1.59, -6.61], [-1.49, -1.89, -4.30], [-0.98, 2.38, -3.93], [-1.91, 2.71, -6.24], [-2.63, 0.71, -7.56], [2.22, -0.04, 1.70], [1.79, 0.79, 0.86], [2.43, -1.49, 1.47], [2.42, -2.03, 2.42], [3.39, -1.77, 1.00], [1.62, -1.87, 0.83], [2.53, 0.37, 3.09], [2.03, -0.36, 3.74], [2.17, 1.37, 3.33], [3.62, 0.37, 3.23], [-0.39, 2.00, 3.54], [-0.50, 0.95, 4.42], [-0.30, 1.28, 5.78], [-0.08, 0.28, 6.71], [-0.26, -1.06, 6.32], [-0.65, -1.37, 5.02], [-0.65, -0.41, 4.02], [-0.65, -1.01, 2.62], [-0.64, -2.24, 2.48], [-0.58, -0.16, 1.65], [0.16, 1.73, 2.78], [-0.18, 2.33, 6.07], [0.21, 0.53, 7.75], [-0.05, -1.86, 7.03], [-0.77, -2.42, 4.71]], "spin_multiplicity": 5, "homo_lumo_gap_ev": [6.778, 6.145], "de_lowest_kcal_mol": 0.7, "lumo_ev": [0.521, -1.628]}

{"formula": "C16H18BrClN4O3S", "method": "ωB97M-V/def2-TZVPD", "elements": ["N", "C", "N", "C", "C", "C", "C", "S", "O", "O", "N", "H", "C", "C", "C", "O", "N", "H", "C", "H", "H", "C", "C", "C", "C", "C", "C", "C", "H", "H", "Cl", "H", "H", "H", "H", "H", "H", "H", "H", "H", "Br", "H", "H", "H"], "coordinates": [[-1.61, -0.51, -2.72], [-2.35, -0.14, -1.83], [-3.65, -0.24, -2.04], [-4.61, 0.01, -1.11], [-4.25, 0.47, -0.05], [-2.99, 0.81, 0.37], [-2.13, 0.39, -0.50], [-0.34, 0.89, -0.53], [-0.11, 1.10, 0.89], [0.51, -0.18, -1.12], [-0.20, 2.53, -1.18], [-0.22, 2.26, -2.30], [0.99, 2.98, -0.87], [2.37, 2.58, -0.87], [2.78, 1.87, 0.29], [3.07, 2.55, 1.47], [2.84, 0.37, 0.53], [2.20, -0.04, -0.10], [3.10, 0.01, 1.71], [2.25, 0.37, 2.60], [3.96, 0.15, 2.03], [2.72, -1.52, 1.83], [1.44, -1.89, 1.29], [1.18, -2.64, 0.22], [-0.03, -2.83, -0.63], [-1.03, -2.58, 0.36], [-0.93, -2.12, 1.57], [0.38, -1.48, 1.96], [0.40, -1.16, 3.04], [-1.76, -1.68, 2.23], [-2.71, -2.82, -0.24], [-0.21, -3.55, -1.45], [2.12, -2.94, -0.54], [3.02, -2.17, 2.64], [3.54, -2.08, 0.98], [2.37, 1.94, -1.66], [3.11, 3.26, -1.34], [0.79, 3.41, 0.56], [0.90, 4.13, -1.31], [-2.68, 1.49, 1.31], [-5.48, 1.04, 1.56], [-5.85, -0.09, -1.06], [-2.16, -1.17, -3.47], [-0.74, -0.77, -2.52]], "homo_lumo_gap_ev": 8.891, "lumo_ev": -0.206}

{"formula": "C6H10O", "method": "ωB97M-V/def2-TZVPD", "elements": ["O", "C", "C", "C", "C", "C", "C", "H", "H", "H", "H", "H", "H", "H", "H", "H", "H"], "coordinates": [[-0.58, 1.86, 0.99], [-0.09, 1.40, -0.24], [1.05, 0.52, 0.14], [0.58, -0.74, 0.85], [-0.26, -1.68, -0.03], [-1.08, -0.86, -1.00], [-0.96, 0.46, -1.11], [0.42, 1.87, 1.52], [0.23, 2.24, -0.88], [1.52, 1.33, 1.24], [1.73, 0.33, -0.71], [-0.04, -0.38, 1.68], [1.46, -1.25, 1.24], [0.38, -2.37, -0.60], [-0.90, -2.32, 0.59], [-1.77, -1.40, -1.65], [-1.47, 0.97, -1.93]], "homo_lumo_gap_ev": 10.308, "de_lowest_kcal_mol": 56.8, "lumo_ev": 0.794}

{"formula": "Br3OP", "method": "ωB97M-V/def2-TZVPD", "elements": ["O", "P", "Br", "Br", "Br"], "coordinates": [[-0.20, 1.05, 1.65], [0.02, 0.75, 0.27], [0.82, -0.13, -3.28], [-1.93, 0.76, -0.72], [1.47, -2.04, -2.16]], "smiles": "O=PBr.BrBr", "homo_lumo_gap_ev": 8.524, "de_lowest_kcal_mol": 30.5, "lumo_ev": -1.916}

{"formula": "C4H11NO2", "method": "ωB97M-V/def2-TZVPD", "elements": ["C", "C", "O", "H", "H", "H", "H", "H", "H", "C", "C", "O", "N", "H", "H", "H", "H", "H"], "coordinates": [[-0.74, 0.93, 2.07], [-0.53, 2.24, 1.22], [-1.14, -0.13, 1.35], [0.09, 0.80, 2.82], [-1.49, 1.14, 2.84], [-1.36, 2.25, 0.51], [-0.41, -0.44, 0.72], [0.39, 2.16, 0.65], [-0.57, 3.10, 1.87], [-0.22, -2.00, -1.41], [0.85, -0.99, -1.12], [1.14, -0.54, 0.01], [1.63, -0.63, -2.15], [2.40, 0.00, -2.09], [1.36, -1.02, -3.01], [-0.89, -2.10, -0.55], [0.32, -2.95, -1.43], [-0.81, -1.83, -2.30]], "spin_multiplicity": 2, "total_charge": 1, "homo_lumo_gap_ev": [12.023, 5.425], "de_lowest_kcal_mol": 18.1, "lumo_ev": [-2.604, -9.168]}

{"formula": "C19H24N3O3S", "method": "ωB97M-V/def2-TZVPD", "elements": ["C", "H", "H", "H", "C", "C", "H", "H", "H", "C", "H", "H", "C", "C", "O", "O", "C", "C", "H", "H", "H", "C", "C", "S", "C", "N", "N", "H", "N", "C", "O", "H", "C", "C", "C", "C", "C", "C", "H", "H", "H", "H", "H", "H", "H", "C", "H", "H", "H", "H"], "coordinates": [[-3.26, -2.76, 0.27], [-3.70, -3.65, 0.72], [-3.26, -2.89, -0.81], [-2.22, -2.69, 0.59], [-4.05, -1.53, 0.66], [-5.50, -1.67, 0.20], [-6.10, -0.81, 0.51], [-5.94, -2.56, 0.62], [-5.55, -1.74, -0.89], [-3.45, -0.24, 0.07], [-4.15, 0.57, 0.25], [-3.36, -0.37, -1.01], [-2.09, 0.15, 0.68], [-0.98, -0.28, -0.26], [-0.46, -1.34, -0.40], [-0.59, 0.79, -1.01], [-1.09, 2.02, -0.50], [-1.97, 2.70, -1.56], [-1.41, 2.83, -2.48], [-2.30, 3.67, -1.20], [-2.83, 2.08, -1.77], [0.13, 2.86, -0.19], [0.23, 4.06, 0.42], [1.90, 4.49, 0.68], [2.40, 3.02, -0.05], [1.35, 2.32, -0.49], [3.68, 2.64, -0.22], [4.38, 3.20, 0.26], [3.95, 1.29, -0.39], [3.40, 0.35, 0.47], [2.56, 0.71, 1.27], [1.39, 1.40, -0.91], [3.83, -1.03, 0.23], [5.14, -1.36, -0.14], [5.49, -2.68, -0.33], [4.54, -3.68, -0.17], [3.24, -3.37, 0.20], [2.89, -2.05, 0.41], [1.88, -1.79, 0.69], [2.51, -4.14, 0.33], [4.82, -4.71, -0.33], [6.50, -2.93, -0.61], [5.89, -0.59, -0.24], [4.69, 1.06, -1.05], [-0.55, 4.71, 0.76], [-1.87, 1.66, 0.79], [-1.26, 1.89, 1.67], [-2.80, 2.21, 0.86], [-1.97, -0.35, 1.65], [-4.05, -1.43, 1.75]], "total_charge": 1, "homo_lumo_gap_ev": 9.314, "de_lowest_kcal_mol": 0.0, "lumo_ev": -2.922}

{"formula": "C6H10O", "method": "ωB97M-V/def2-TZVPD", "elements": ["C", "O", "C", "C", "C", "C", "C", "H", "H", "H", "H", "H", "H", "H", "H", "H", "H"], "coordinates": [[-2.50, -0.07, 0.00], [-1.18, -0.34, -0.40], [-0.29, 0.74, -0.39], [0.95, 0.83, 0.49], [1.26, -0.54, 0.99], [1.42, -0.96, -0.50], [1.04, 0.46, -0.97], [-3.04, -1.02, -0.04], [-2.99, 0.65, -0.68], [-2.54, 0.32, 1.02], [-0.70, 1.71, -0.17], [1.25, 1.80, 0.90], [2.15, -0.62, 1.61], [0.40, -0.98, 1.51], [2.47, -1.17, -0.73], [0.79, -1.78, -0.85], [1.50, 0.98, -1.80]], "smiles": "CO[C@@H]1[C@@H]2CC[C@@H]21", "homo_lumo_gap_ev": 9.849, "de_lowest_kcal_mol": 57.1, "lumo_ev": 1.102}

{"formula": "C36H53AsBrINO4P2RuS4", "method": "ωB97M-V/def2-TZVPD", "elements": ["Ru", "C", "C", "C", "P", "C", "C", "C", "C", "C", "C", "C", "C", "C", "C", "N", "C", "C", "C", "C", "C", "C", "C", "C", "C", "H", "H", "H", "H", "H", "H", "H", "H", "H", "H", "H", "H", "H", "H", "H", "H", "H", "H", "H", "H", "H", "H", "H", "H", "H", "H", "H", "H", "H", "H", "H", "S", "As", "S", "S", "S", "Br", "C", "C", "C", "C", "C", "C", "I", "H", "H", "H", "H", "C", "C", "C", "C", "O", "P", "O", "O", "O", "C", "C", "C", "C", "H", "H", "H", "H", "H", "H", "H", "H", "H", "H", "H", "H", "H", "H", "H", "H", "H", "H"], "coordinates": [[0.18, 0.57, -0.26], [-0.95, 0.63, 4.62], [-0.52, 0.04, 3.27], [0.57, -1.01, 3.49], [0.02, 1.25, 1.95], [-0.87, 2.82, 2.35], [-2.35, 2.66, 2.04], [-0.28, 3.95, 1.52], [1.73, 1.60, 2.39], [2.18, 2.11, 3.60], [3.52, 2.29, 3.89], [3.99, 2.84, 5.20], [4.43, 1.92, 2.89], [4.02, 1.43, 1.67], [2.64, 1.27, 1.36], [2.19, 0.83, 0.15], [3.17, 0.88, -0.89], [3.68, -0.29, -1.44], [3.22, -1.61, -0.93], [4.61, -0.22, -2.48], [5.04, 1.00, -2.99], [5.97, 1.05, -4.17], [4.55, 2.15, -2.40], [3.63, 2.12, -1.35], [3.19, 3.42, -0.74], [-1.26, -0.17, 5.29], [-1.79, 1.32, 4.52], [-0.12, 1.16, 5.10], [-1.39, -0.45, 2.83], [1.31, -0.63, 4.20], [1.10, -1.26, 2.57], [0.14, -1.93, 3.89], [-0.72, 3.03, 3.41], [-2.47, 2.41, 0.98], [-2.89, 3.59, 2.24], [-2.81, 1.86, 2.63], [-0.33, 3.72, 0.45], [0.77, 4.14, 1.77], [-0.85, 4.87, 1.68], [1.45, 2.40, 4.35], [3.15, 3.15, 5.82], [4.64, 3.72, 5.07], [4.57, 2.11, 5.78], [5.49, 2.03, 3.07], [4.76, 1.17, 0.92], [2.16, -1.74, -1.15], [3.34, -1.67, 0.15], [3.78, -2.43, -1.40], [4.98, -1.15, -2.91], [6.79, 0.34, -4.07], [6.40, 2.05, -4.28], [5.44, 0.81, -5.09], [4.86, 3.12, -2.78], [3.09, 4.19, -1.50], [3.92, 3.76, 0.00], [2.23, 3.32, -0.23], [-0.77, 5.32, -3.49], [-0.94, 3.25, -3.88], [0.52, 0.36, -2.59], [0.33, 2.32, -2.04], [-0.06, 2.46, -5.60], [-2.57, -4.78, 0.79], [-0.70, -5.01, 0.57], [-0.22, -6.31, 0.49], [1.15, -6.52, 0.37], [2.02, -5.44, 0.34], [1.52, -4.15, 0.41], [0.15, -3.92, 0.52], [-0.57, -1.99, 0.19], [-0.91, -7.14, 0.52], [1.52, -7.53, 0.29], [3.08, -5.60, 0.25], [2.20, -3.31, 0.38], [-5.22, 0.94, 0.84], [-5.04, -0.25, -0.09], [-6.40, -0.79, -0.51], [-4.22, -1.34, 0.58], [-4.44, 0.22, -1.30], [-2.89, 0.32, -1.79], [-2.94, 1.18, -2.98], [-2.02, 0.65, -0.59], [-2.55, -1.22, -2.13], [-2.91, -1.90, -3.36], [-4.33, -1.57, -3.80], [-1.91, -1.52, -4.45], [-2.80, -3.38, -3.01], [-5.70, 0.63, 1.78], [-5.84, 1.70, 0.36], [-4.25, 1.37, 1.07], [-6.98, -1.08, 0.37], [-6.28, -1.66, -1.15], [-6.95, -0.03, -1.06], [-4.74, -1.69, 1.48], [-3.24, -0.96, 0.87], [-4.07, -2.19, -0.09], [-4.43, -0.50, -3.99], [-5.05, -1.85, -3.03], [-4.56, -2.12, -4.71], [-1.94, -0.45, -4.64], [-2.16, -2.06, -5.37], [-0.90, -1.78, -4.14], [-3.51, -3.64, -2.23], [-1.79, -3.59, -2.63], [-2.99, -3.99, -3.89]], "spin_multiplicity": 2, "total_charge": -2, "homo_lumo_gap_ev": [4.782, 5.134], "de_lowest_kcal_mol": 52.2, "lumo_ev": [3.560, 3.560]}

{"formula": "C8H15BrSi", "method": "ωB97M-V/def2-TZVPD", "elements": ["C", "C", "C", "C", "C", "C", "C", "C", "Si", "Br", "H", "H", "H", "H", "H", "H", "H", "H", "H", "H", "H", "H", "H", "H", "H"], "coordinates": [[-1.37, 1.70, -1.41], [-1.93, 2.39, -2.27], [3.75, 0.16, -0.03], [2.58, 2.17, 0.40], [-2.93, -2.28, 1.88], [-3.04, -4.78, 1.95], [2.35, 0.85, -0.23], [-2.33, -3.69, 1.94], [0.98, -0.24, 0.56], [1.24, -1.68, -1.27], [-0.90, 0.92, -0.89], [3.71, -0.79, -0.47], [4.51, 0.78, -0.44], [3.88, 0.02, 1.02], [3.65, 2.49, 0.35], [2.41, 2.13, 1.53], [1.91, 2.99, 0.04], [-2.19, -1.53, 1.52], [-3.89, -2.28, 1.19], [-3.23, -1.84, 2.90], [-2.39, 3.24, -2.64], [-2.62, -5.76, 2.07], [-4.17, -4.59, 1.89], [2.09, 0.97, -1.23], [-1.30, -3.68, 1.96]], "homo_lumo_gap_ev": 7.913, "de_lowest_kcal_mol": 87.5, "lumo_ev": -1.194}

{"formula": "C11H12AsN7OReS8", "method": "ωB97M-V/def2-TZVPD", "elements": ["Re", "O", "C", "S", "C", "C", "S", "S", "S", "S", "As", "S", "S", "S", "N", "C", "N", "C", "N", "C", "N", "C", "N", "C", "N", "C", "N", "C", "C", "H", "H", "H", "H", "H", "H", "H", "H", "H", "H", "H", "H"], "coordinates": [[-0.95, 1.34, 0.00], [2.44, 0.64, 5.60], [2.00, 1.16, 4.64], [1.34, 2.85, 4.63], [0.93, 2.81, 2.97], [1.13, 1.68, 2.26], [0.97, 2.30, 0.59], [1.85, 0.31, 3.03], [0.52, 4.06, 1.82], [0.37, 3.01, -4.40], [-0.03, 4.82, -3.20], [-1.74, 4.18, -1.83], [-1.67, 2.12, -1.90], [1.59, 3.37, -2.71], [-1.81, 1.10, 5.76], [-2.42, 1.06, 4.79], [-3.14, 1.02, 3.65], [-2.60, 1.31, 2.58], [-2.14, 1.58, 1.51], [0.64, -0.37, -2.03], [1.03, -1.66, -2.52], [1.74, -2.39, -1.47], [0.88, -2.59, -0.30], [0.48, -1.31, 0.21], [-0.28, -0.49, -0.81], [-1.47, -1.34, -1.25], [-1.05, -2.61, -1.75], [-0.16, -2.41, -2.90], [-0.32, -3.33, -0.71], [0.10, 0.18, -2.80], [1.51, 0.22, -1.71], [2.63, -1.84, -1.17], [2.04, -3.36, -1.85], [1.37, -0.73, 0.47], [-0.16, -1.42, 1.09], [-2.00, -0.78, -2.02], [-2.11, -1.46, -0.38], [-0.70, -1.87, -3.68], [0.14, -3.38, -3.29], [-0.02, -4.31, -1.09], [-0.97, -3.48, 0.16]], "total_charge": 1, "homo_lumo_gap_ev": 6.905, "de_lowest_kcal_mol": 5.7, "lumo_ev": -4.769}